(1)
ORCA calculation (wB97M-V/def2-TZVPD) on C9H24NO14S3V as an isolated structure.

Summary:
E = -98056.49685 eV
Kohn-Sham gap = 2.27 eV
ΔE to the lowest compared entry with this formula, charge and spin = 899.9 kJ/mol

The geometry in ORCA input format:
```
! RIJCOSX wB97M-V def2-TZVPD def2/J DEFGRID3
* xyz 0 1
V -2.22656 -4.27701 -7.19641
S 5.08571 3.52999 1.61221
S -3.51345 -6.07531 3.83298
S 0.07679 3.84088 -5.56101
O -4.13097 -5.04021 4.68072
O 0.89440 2.72133 -5.92384
O 6.37278 3.65558 2.69702
O -2.72531 -5.09199 -8.50013
O 0.38131 -0.40939 -1.74713
O 5.47265 2.48980 0.62293
O -2.17966 -6.54431 4.04659
O -2.24544 -2.78326 -7.61590
O -1.66938 -0.34301 -1.49168
O -4.51388 -7.35158 3.70752
O -0.25794 3.96896 -3.92519
O 4.65874 4.86333 1.18039
O -0.84567 -1.77770 -2.83781
O -1.16263 4.20006 -6.27588
N -0.72674 -0.83394 -2.03866
C -5.82576 -7.30865 4.15366
C -1.23102 5.01248 -3.62989
C -6.53588 -8.41181 3.50120
C 7.93394 2.59371 4.33343
C 1.10814 5.38225 -5.79774
C 6.70562 2.49537 3.47297
C 3.61275 2.81195 2.58782
C -0.89860 5.63786 -2.28703
C -3.73130 -5.38010 2.09805
H -1.62068 6.34002 -1.87030
H -3.66601 -6.26274 1.46183
H -0.94553 4.91750 -1.47034
H -1.32436 5.80371 -4.37376
H 8.07258 1.66075 4.87975
H 7.85134 3.35969 5.10451
H 6.80116 1.71639 2.71656
H 1.82883 5.36677 -4.98014
H -5.83566 -7.41787 5.23813
H -6.32831 -6.45511 3.69869
H 2.74571 2.74051 1.93114
H 3.42477 3.57188 3.34628
H -4.64884 -4.79905 2.00530
H 1.38127 5.42347 -6.85216
H -7.55618 -8.64958 3.80209
H 0.50150 6.26674 -5.60339
H 5.87223 2.34048 4.15822
H 8.92175 2.65255 3.87641
H -6.49312 -8.32759 2.41530
H 3.88654 1.82006 2.94743
H -2.16391 4.47764 -3.45165
H 0.13689 5.97119 -2.35601
H -5.91359 -9.27085 3.75202
H -2.81115 -4.82203 1.92485
*
```

So, what does the Mulliken scheme give us? The charges, in e, come out as: 1.682 1.114 1.097 1.082 -0.601 -0.563 -0.311 -0.555 -0.546 -0.596 -0.563 -0.485 -0.565 -0.273 -0.271 -0.574 -0.599 -0.588 1.068 0.010 -0.188 -1.285 -1.327 -0.887 -0.089 -0.923 -1.165 -0.902 0.357 0.311 0.309 0.379 0.379 0.314 0.365 0.337 0.293 0.272 0.379 0.324 0.299 0.351 0.364 0.284 0.266 0.357 0.303 0.322 0.269 0.293 0.307 0.369


(2)
ORCA calculation (wB97M-V/def2-TZVPD) on a 5-piece molecular cluster, C15H40O15S5 overall.

Summary:
E = -101084.96454 eV
Kohn-Sham gap = 11.24 eV
SMILES = CCOS(C)(=O)=O.CCOS(C)(=O)=O.CCOS(C)(=O)=O.CCOS(C)(=O)=O.CCOS(C)(=O)=O
ΔE to the lowest compared entry with this formula, charge and spin = 520.9 kJ/mol

The geometry in ORCA input format:
```
! RIJCOSX wB97M-V def2-TZVPD def2/J DEFGRID3
* xyz 0 1
S 6.00489 -1.97116 -3.88419
S -2.81840 4.47346 -5.36201
S -1.39718 -1.22850 -0.05155
S -4.84039 -6.06001 2.43746
S 3.38626 3.91511 7.48140
O 6.69051 -1.35574 -2.41866
O -5.45604 -7.55122 3.04131
O 2.98110 4.79204 6.11228
O 5.36323 -0.86387 -4.66104
O -4.43342 -6.05746 0.98245
O -0.27705 -2.12281 -0.32125
O 4.83689 4.13354 7.63119
O -5.63701 -4.98769 3.05519
O -1.50301 5.11901 -5.39823
O 2.87006 2.53683 7.39669
O -3.83509 5.54294 -4.57310
O -2.99591 3.11812 -4.83296
O 5.30931 -3.18771 -3.44123
O -0.87106 0.37400 -0.30525
O -2.13045 -1.11655 1.25368
C 7.31708 -0.10412 -2.50081
C -4.82602 -8.69879 2.52666
C -3.34040 -6.15295 3.48934
C -2.63251 -1.21002 -1.36696
C -5.83916 6.31201 -3.87550
C -3.45534 4.48478 -7.03112
C 2.42809 4.94006 8.63756
C 1.67087 3.43553 4.48361
C 7.51575 -2.75428 -4.66746
C -5.09158 5.05050 -4.24605
C 0.01913 0.58170 -1.38771
C 1.41611 0.52689 -0.86532
C 8.40357 -0.18154 -1.37138
C -5.80434 -9.76177 2.13524
C 1.74218 4.57628 5.48349
H 1.96400 3.73027 3.47600
H -6.48541 -9.21367 1.48422
H 2.36063 4.33479 9.54156
H -2.88327 -7.13120 3.34044
H -5.44684 -10.59119 1.52504
H -3.61411 -1.26547 -0.89635
H 9.33547 0.26472 -1.71853
H -4.05714 -9.06775 3.20549
H -3.17727 3.48273 -7.35774
H -6.72453 6.14359 -3.26244
H 1.53802 5.21234 8.07034
H 1.42184 -0.48766 -0.46686
H -5.31903 7.02430 -3.23502
H 2.27825 0.38527 -1.51705
H -2.93891 5.33597 -7.47481
H -4.95979 4.52021 -3.30291
H 3.12132 5.76387 8.80739
H -3.76573 -6.13778 4.49281
H 1.70350 1.24203 -0.09456
H 8.20751 -2.01618 -5.07340
H 7.78412 0.38071 -3.35808
H 2.48554 2.76182 4.74919
H -6.20531 6.78372 -4.78738
H -2.61454 -5.40755 3.16437
H 7.95218 0.40889 -0.57405
H -6.35766 -10.17672 2.97770
H 1.49847 5.44252 4.86841
H -2.54234 -0.28142 -1.93057
H 0.69437 2.95814 4.56521
H 1.04076 4.31715 6.27657
H -4.38336 -8.45743 1.56029
H -2.47765 -2.17121 -1.85711
H -0.18367 0.00552 -2.29047
H 8.74755 -1.16202 -1.04208
H 7.14654 -3.33689 -5.51146
H -0.28950 1.58310 -1.68782
H -5.60782 4.57965 -5.08266
H 6.58852 0.67575 -2.27923
H 7.93334 -3.48707 -3.97700
H -4.53871 4.50754 -6.91325
*
```

So, what does the Mulliken scheme give us? The charges, in e, come out as: 1.088 1.137 1.241 1.093 1.150 -0.329 -0.312 -0.373 -0.569 -0.568 -0.595 -0.613 -0.559 -0.620 -0.587 -0.282 -0.603 -0.572 -0.366 -0.623 -0.234 -0.142 -0.836 -0.864 -1.319 -0.832 -0.817 -1.047 -0.903 -0.011 -0.350 -0.969 -1.068 -1.327 -0.194 0.325 0.328 0.327 0.279 0.358 0.341 0.320 0.319 0.341 0.387 0.359 0.265 0.336 0.373 0.323 0.232 0.297 0.318 0.239 0.322 0.346 0.285 0.305 0.366 0.278 0.306 0.343 0.310 0.299 0.248 0.375 0.325 0.333 0.330 0.374 0.342 0.326 0.306 0.310 0.278


(3)
ORCA calculation (wB97M-V/def2-TZVPD) on C24H15N9O6S4W as an isolated structure.

Summary:
E = -95981.33794 eV
Kohn-Sham gap (spin up / spin down) = 5.61 / 5.58 eV
ΔE to the lowest compared entry with this formula, charge and spin = 0.0 kJ/mol

The geometry in ORCA input format:
```
! RIJCOSX wB97M-V def2-TZVPD def2/J DEFGRID3
* xyz 2 1
W -0.57135 -0.19873 -0.24188
S -1.86984 -3.30980 -3.53674
S -2.05665 -3.63340 2.83464
S 1.43125 -0.15756 -1.72921
S -1.08544 1.63667 -1.57180
O -2.54092 -0.28879 -0.53557
O -3.11614 1.89920 3.52698
O -5.87191 1.78154 2.29956
O 0.94958 1.11769 0.68662
O -5.61205 0.09075 -0.16733
O -1.26341 0.66883 1.39177
N 1.70447 6.63210 -3.80429
N 5.06160 4.33948 -3.80937
N 1.51306 -3.29667 1.08645
N -1.19657 -2.00230 1.07794
N 1.20938 -1.01211 0.99899
N 2.58221 0.49027 2.18011
N -0.73885 -0.95019 -3.77760
N -0.90273 -1.26489 3.32319
N -0.93169 -1.90983 -1.58679
C -4.87467 1.32247 1.85747
C 0.43398 3.63613 -2.58185
C 2.79086 3.36584 -3.03581
C -1.08290 -1.90979 -2.92774
C -1.58847 -3.03674 -1.04484
C -3.26928 0.31758 0.40418
C -4.73792 0.51306 0.52180
C 0.39708 2.31188 -2.12324
C 2.93574 1.89426 2.48516
C 1.62560 4.16557 -3.02601
C 1.54471 1.50960 -2.15307
C 1.67461 5.53580 -3.46626
C 2.92922 -1.85409 2.39464
C -2.11473 -3.88221 -1.93377
C -1.33919 -2.13913 2.38897
C 1.86550 -2.07816 1.47269
C -2.58636 0.83577 1.43165
C -2.15551 -4.09703 1.18001
C 2.74833 2.05319 -2.61242
C -3.43497 1.47168 2.45816
C 4.04853 3.91151 -3.48080
C -1.67464 -3.11256 0.40203
C 1.59235 0.22778 1.31012
C 3.24136 -0.58110 2.71887
H -0.10539 -0.22558 -3.47949
H 2.03126 -4.10392 1.39350
H -0.45539 4.25226 -2.57113
H 3.81174 1.88411 3.12581
H 4.03249 -0.33995 3.41537
H 3.47624 -2.67994 2.82336
H 3.16011 2.41807 1.56039
H 2.10533 2.37798 2.99188
H -2.56681 -5.05092 0.89287
H -2.66646 -4.78876 -1.74618
H -0.91422 -1.06254 -4.76331
H 0.80240 -3.43191 0.38594
H -0.84388 -0.29235 3.04977
H 3.64876 1.45446 -2.64454
H -1.17943 -1.42455 4.28016
*
```

So, what does the Mulliken scheme give us? The charges, in e, come out as: 2.844 -0.165 -0.126 -0.356 -0.226 -0.851 -0.507 -0.412 -0.670 -0.485 -0.522 -0.382 -0.373 -0.151 0.742 0.263 0.176 -0.210 -0.196 0.159 0.346 -0.883 0.641 0.601 -0.234 0.917 0.000 0.972 -0.836 0.553 0.711 -0.506 -1.209 -0.350 -0.289 0.648 0.566 -0.341 -1.147 -0.113 -0.493 -1.091 0.080 -0.233 -0.063 0.260 0.590 0.352 0.441 0.483 0.307 0.314 0.501 0.475 0.268 0.106 0.241 0.590 0.276